Entry 1:
Below is C12H11N3O3S2 in the gas phase, with properties calculated with wB97M-V/def2-TZVPD.

```
31
Properties=species:S:1:pos:R:3:forces:R:3
C -0.8640 1.1635 3.4187 0.034 -0.084 0.060
C 0.0551 1.6151 2.3407 0.545 0.395 0.494
C 1.2600 2.2275 2.5196 0.023 0.027 -0.212
S 2.0222 2.5676 1.0201 -0.827 -0.368 -0.034
C 0.6412 1.8230 0.2350 0.879 0.546 -0.014
N -0.2658 1.3945 1.0385 -0.539 -0.237 -0.407
S 0.5012 1.7169 -1.5029 0.177 0.230 -0.293
C 2.0922 0.8774 -1.8497 -0.254 0.368 0.170
C 2.3709 -0.2578 -0.8767 0.058 0.152 -0.379
O 3.4490 -0.3561 -0.3415 0.236 0.020 0.076
N 1.3551 -1.1141 -0.5580 0.169 -0.554 0.578
C 0.0831 -1.2207 -1.1012 -0.373 -0.181 0.083
C -0.0910 -1.2723 -2.4868 -0.109 -0.126 0.119
C -1.3459 -1.3641 -3.0493 0.054 0.064 0.084
C -2.4763 -1.4185 -2.2433 0.068 0.022 -0.016
C -2.3293 -1.4118 -0.8752 0.091 -0.009 0.208
C -1.0642 -1.3295 -0.2938 -0.090 0.004 -1.370
N -1.0045 -1.3696 1.1348 -0.026 -0.209 0.589
O -2.0385 -1.2455 1.7506 -0.153 0.070 0.181
O 0.0757 -1.5719 1.6694 0.100 -0.098 0.243
H -3.1838 -1.4779 -0.2190 -0.005 0.012 -0.010
H -3.4583 -1.4810 -2.6837 -0.101 -0.029 -0.014
H -1.4453 -1.4016 -4.1231 0.000 0.001 -0.111
H 0.7819 -1.2569 -3.1192 0.105 -0.026 -0.030
H 1.4793 -1.5811 0.3412 0.027 0.238 -0.373
H 2.0346 0.5428 -2.8832 0.044 -0.014 -0.028
H 2.9047 1.5993 -1.7544 -0.005 -0.249 -0.054
H 1.7424 2.4852 3.4401 0.060 0.025 0.273
H -0.6909 0.1094 3.6332 -0.070 -0.045 0.036
H -0.6961 1.7357 4.3267 -0.048 0.032 0.090
H -1.8948 1.2726 3.0922 -0.069 0.023 0.060
```
Forces are in eV/Å.

- HOMO: -8.55 eV
- Gap between HOMO and LUMO: 7.9 eV
- Energy relative to the best compared isomer or geometry (same formula, charge and spin): 1.760 eV
- Max |F|: 0.02670 hartree/bohr

Entry 2:
Below is 5 unconnected molecules or ions with the total composition C26H35BrClF2IN3O17PS2, with properties calculated with wB97M-V/def2-TZVPD.

```
89
Properties=species:S:1:pos:R:3:forces:R:3
C 0.9265 2.9944 1.0952 -0.052 -0.289 1.441
C 0.9931 2.5118 2.4273 0.957 0.837 -1.967
C 1.3030 0.9884 2.8771 -0.381 0.899 0.949
C 0.0982 0.7496 3.9740 -0.002 -0.575 -0.016
N -1.0839 1.6575 3.7513 -0.109 -1.333 1.253
C 2.7992 0.8215 3.5235 0.470 -0.946 -0.795
C 3.8120 1.4508 2.4035 1.341 0.275 -0.293
C 5.0497 0.5473 1.9613 -0.313 0.132 -0.699
S 6.0021 1.5778 0.6906 -0.770 -0.805 -1.065
C 5.3172 1.0221 -0.9200 -1.217 1.076 -0.353
N 4.4866 1.7676 -1.8043 3.454 -4.692 2.693
N 4.2536 0.8762 -2.8146 2.133 -4.625 0.350
C 4.9094 -0.3714 -2.5581 -1.097 4.169 1.012
O 5.6328 -0.2960 -1.3112 -2.826 2.846 -2.592
P 3.1001 2.0889 4.9605 1.745 1.420 -0.911
O 4.8327 2.0778 5.1763 -2.444 -0.987 0.458
Br 2.3892 1.5244 6.9836 0.168 -0.430 0.008
C 3.1713 -0.6859 3.9243 0.285 -0.304 2.080
F 4.4701 -0.7639 4.5737 -2.251 0.201 -2.369
Cl 2.1347 -1.4149 5.2934 0.452 0.807 -0.905
O 3.0942 -1.6656 2.8768 -0.901 1.570 0.225
S 1.5815 -1.8078 2.1739 -1.702 -6.710 -4.260
O 0.6099 -2.6940 2.8823 2.289 3.382 0.085
O 1.8508 -2.5268 0.8548 0.296 3.095 3.547
C 0.9773 -0.1062 1.7163 0.607 2.739 -1.655
F 1.7789 0.1408 0.5083 -0.570 -0.266 2.336
C -0.4997 -0.0205 1.1206 -1.487 -0.183 -0.368
C -1.6119 -1.0272 1.6325 -1.550 -0.725 -0.797
C -1.7454 -2.3770 0.7181 0.903 -0.208 1.540
I -3.7984 -2.5812 -0.0799 1.015 0.112 0.156
H 0.0200 3.6209 0.7560 2.130 0.120 1.070
H 1.7479 2.8456 0.3188 -1.786 -1.077 0.679
H 0.8722 3.2899 3.2675 -1.058 -1.903 -1.217
H -0.1519 -0.3615 3.9092 0.145 1.395 0.343
H 0.4218 0.9457 5.0441 0.082 -0.271 -1.535
H -1.4861 1.7750 4.7042 0.253 0.135 -1.048
H -1.8315 1.1873 3.2235 0.540 0.227 0.161
H 4.2824 2.4537 2.7467 -0.926 -1.597 -0.136
H 3.3072 1.7495 1.4295 0.169 -0.690 1.514
H 5.8173 0.3250 2.7762 -1.284 0.185 -1.141
H 4.7036 -0.3746 1.3814 0.621 1.090 1.170
H 4.9136 -1.3295 -3.1616 0.007 1.601 0.981
H 5.0444 1.4660 5.9161 0.028 0.355 -0.664
H -0.9475 1.0388 1.2411 1.332 -1.591 0.124
H -0.4855 -0.1560 -0.0297 0.574 0.123 1.956
H -2.6362 -0.5030 1.5155 1.780 -0.556 0.282
H -1.5607 -1.3871 2.7051 0.246 0.685 -1.258
H -1.6282 -3.2876 1.4155 -0.183 1.411 -1.382
H -0.9619 -2.4365 -0.1048 -1.311 0.106 0.914
C 2.1364 -5.0742 -0.9995 0.009 0.547 0.767
C 3.3584 -5.6732 -1.6261 0.717 0.004 0.243
O 2.8186 -6.5717 -2.5861 -0.512 0.118 -0.124
C 1.5673 -6.1286 -2.8909 -0.658 -0.340 -0.763
O 0.8985 -6.5577 -3.7868 0.523 0.323 0.677
O 1.1761 -5.1356 -2.0468 0.209 -0.450 -0.486
H 2.2946 -4.0451 -0.6776 -0.214 -0.133 -0.096
H 1.7716 -5.6597 -0.1506 0.021 0.022 -0.058
H 3.9714 -4.9290 -2.1435 -0.054 -0.030 0.006
H 3.9802 -6.2036 -0.9035 -0.065 -0.095 -0.199
C -4.9843 0.9078 -2.4342 0.033 -0.424 -0.815
C -6.1999 1.5026 -1.7926 -0.877 -0.035 -0.265
O -5.7588 1.7744 -0.4662 0.835 0.092 0.097
C -4.4049 1.8955 -0.5100 0.344 0.257 0.648
O -3.7296 2.2869 0.4018 -0.364 -0.383 -0.585
O -3.9140 1.5154 -1.7199 -0.122 0.274 0.672
H -4.9202 1.1362 -3.4981 0.156 0.003 0.176
H -4.9271 -0.1759 -2.2993 0.035 0.089 0.057
H -6.5057 2.4411 -2.2641 0.062 -0.043 0.037
H -7.0465 0.8170 -1.7884 0.134 0.140 0.176
C 0.3895 5.8095 -3.3308 -0.037 0.047 -0.821
C 1.3034 5.0358 -2.4293 0.642 -0.586 -0.194
O 1.1204 5.6669 -1.1687 -0.471 0.294 -0.066
C -0.1025 6.2655 -1.1950 -0.522 0.460 0.935
O -0.6407 6.7431 -0.2390 0.429 -0.387 -0.748
O -0.6334 6.2494 -2.4484 0.199 -0.052 0.498
H -0.0256 5.1952 -4.1311 -0.130 0.123 0.140
H 0.8772 6.6843 -3.7708 -0.013 -0.040 0.053
H 1.0152 3.9838 -2.3435 -0.002 0.062 -0.009
H 2.3463 5.0926 -2.7444 -0.063 0.018 0.227
C -6.8400 -3.8158 -3.6925 -0.292 -0.831 0.134
C -5.5306 -3.4244 -4.3071 0.725 -0.582 -0.180
O -5.7467 -2.0704 -4.6838 -0.555 0.367 0.346
C -6.7429 -1.5889 -3.8938 -0.230 0.671 -0.055
O -7.0586 -0.4334 -3.8333 0.156 -0.871 -0.104
O -7.3331 -2.5844 -3.1801 0.294 0.598 -0.259
H -6.7234 -4.5501 -2.8942 -0.111 0.210 0.034
H -7.5503 -4.2018 -4.4292 0.037 0.063 0.035
H -4.7034 -3.4651 -3.5923 -0.066 0.031 -0.021
H -5.2785 -4.0343 -5.1756 -0.001 0.247 -0.009
```
Forces are in eV/Å.

- HOMO: -8.63 eV
- Gap between HOMO and LUMO: 8.4 eV
- Max |F|: 0.15806 hartree/bohr